(1)
{"formula": "C19H17BF4NO", "method": "ωB97M-V/def2-TZVPD", "elements": ["F", "C", "C", "C", "F", "C", "C", "C", "C", "C", "C", "F", "C", "C", "F", "C", "C", "H", "H", "H", "H", "H", "H", "H", "C", "O", "C", "C", "C", "N", "B", "H", "C", "C", "H", "H", "H", "H", "H", "H", "H", "H", "H"], "coordinates": [[-1.42522, -2.27691, -2.53632], [-0.67388, -2.45512, -1.39273], [-1.01606, -3.46570, -0.51323], [-0.22967, -3.60695, 0.61432], [-0.53972, -4.58624, 1.52572], [0.86023, -2.77896, 0.85140], [1.20364, -1.75167, -0.02971], [2.33317, -0.88459, 0.49566], [3.32851, -0.18058, -0.39015], [4.50328, 0.16216, 0.28918], [5.45937, 0.95458, -0.30649], [6.62811, 1.22653, 0.35656], [5.29368, 1.47435, -1.58681], [4.10736, 1.14539, -2.24324], [3.91014, 1.62341, -3.51856], [3.13825, 0.31458, -1.68751], [0.41490, -1.58939, -1.18768], [-1.85595, -4.12380, -0.72668], [1.40680, -2.86914, 1.78597], [2.88110, -1.44970, 1.27155], [4.60984, -0.12577, 1.33267], [6.05647, 2.05019, -2.08450], [2.20357, 0.14641, -2.22218], [0.57982, -0.75961, -1.86814], [-5.64103, -0.40635, -0.01224], [-5.31157, 0.94217, 0.34695], [-4.01668, 1.26482, 0.56348], [-3.78663, 2.62228, 0.87031], [-2.51859, 3.04432, 1.12724], [-1.49570, 2.13197, 1.11145], [-0.18726, 2.67809, 1.37166], [1.88344, -0.11872, 1.12834], [-1.67707, 0.83002, 0.80875], [-2.92443, 0.35114, 0.52159], [-6.71694, -0.38973, -0.14068], [-5.14722, -0.67070, -0.94787], [-5.36004, -1.08135, 0.79618], [-4.62617, 3.32060, 0.91237], [-2.28939, 4.08894, 1.34035], [0.31224, 3.09103, 0.38379], [0.13482, 2.59372, 2.50175], [-0.77619, 0.21827, 0.79965], [-3.03335, -0.70399, 0.28785]], "charge": 1, "lumo_ev": -4.43}

=====

(2)
{"formula": "C19H17BrN2O5S", "method": "ωB97M-V/def2-TZVPD", "elements": ["C", "O", "C", "C", "C", "C", "S", "O", "O", "N", "C", "C", "C", "C", "C", "C", "C", "O", "N", "C", "C", "C", "C", "C", "O", "C", "C", "Br", "H", "H", "H", "H", "H", "H", "H", "H", "H", "H", "H", "H", "H", "H", "H", "H", "H"], "coordinates": [[-6.04311, -1.09461, -0.96402], [-5.14803, -0.70839, 0.05205], [-3.94984, -0.19374, -0.28782], [-3.49925, 0.03180, -1.58660], [-2.23832, 0.56113, -1.80840], [-1.42370, 0.85949, -0.73875], [0.18900, 1.57086, -0.98125], [-0.00302, 2.89857, -1.49217], [0.97517, 1.40336, 0.20472], [0.91277, 0.73472, -2.25463], [2.03971, -0.05989, -2.07474], [3.11766, 0.04697, -2.95145], [4.24223, -0.73719, -2.78416], [4.31558, -1.63400, -1.73044], [3.25144, -1.74674, -0.85541], [2.10996, -0.96678, -1.01238], [0.91153, -1.21237, -0.16717], [-0.18742, -1.39616, -0.67193], [1.09739, -1.37131, 1.16128], [2.14090, -0.77969, 1.96905], [1.59279, 0.34506, 2.79332], [2.13082, 1.52991, 3.19263], [1.12841, 2.18347, 3.95250], [0.05761, 1.34869, 3.95709], [0.33103, 0.22873, 3.26093], [-1.84840, 0.66842, 0.56210], [-3.10086, 0.14008, 0.77553], [-3.71479, -0.16262, 2.52914], [-5.61177, -1.87310, -1.59989], [-6.34172, -0.24018, -1.57876], [-6.91539, -1.49045, -0.44695], [-4.12595, -0.21345, -2.42873], [-1.88233, 0.72462, -2.81185], [0.95609, 1.33214, -3.06752], [3.06075, 0.74864, -3.77142], [5.06527, -0.64490, -3.47676], [5.19296, -2.24800, -1.59812], [3.28584, -2.46823, -0.05275], [0.23769, -1.54158, 1.67129], [2.92965, -0.38944, 1.32632], [2.55947, -1.55717, 2.62478], [3.11022, 1.89615, 2.96663], [1.20037, 3.14301, 4.42144], [-0.91881, 1.42092, 4.39418], [-1.18959, 0.91325, 1.37910]], "smiles": "COc1ccc(S(=O)(=O)Nc2ccccc2C(=O)NCc2ccco2)cc1Br", "de_lowest_kcal_mol": 0.0, "lumo_ev": 0.63}

=====

(3)
{"formula": "C19H17Cl2N3O5S", "method": "ωB97M-V/def2-TZVPD", "elements": ["C", "C", "N", "C", "S", "C", "C", "O", "N", "C", "C", "O", "C", "C", "N", "C", "O", "C", "C", "Cl", "C", "C", "Cl", "C", "C", "C", "O", "C", "C", "O", "H", "H", "H", "H", "H", "H", "H", "H", "H", "H", "H", "H", "H", "H", "H", "H", "H"], "coordinates": [[2.77950, -1.05908, 2.60154], [2.56408, 0.43560, 2.55945], [2.06798, 0.76588, 1.23022], [0.72276, 0.66553, 0.92377], [-0.44785, -0.07484, 2.02265], [-2.04534, -0.13280, 1.09541], [-3.00658, -1.02321, 1.83030], [-3.45362, -0.66079, 2.88329], [-3.35433, -2.29447, 1.36508], [-2.43599, -3.06420, 0.51632], [-1.86443, -4.26884, 1.25362], [-2.92994, -5.09089, 1.80557], [-3.83947, -4.34513, 2.65452], [-4.43020, -3.10291, 1.96734], [0.21369, 1.18037, -0.15785], [1.01606, 1.82689, -1.08356], [0.34099, 2.27798, -2.17161], [1.03582, 3.05364, -3.08767], [0.32828, 3.71445, -4.10438], [-1.39328, 3.70256, -4.20673], [1.02400, 4.39955, -5.12947], [2.39823, 4.46589, -5.14110], [3.24115, 5.37081, -6.39700], [3.07621, 3.81956, -4.10556], [2.42392, 3.13680, -3.06094], [3.13093, 2.52600, -1.93872], [4.36407, 2.58139, -1.94681], [2.35020, 1.87548, -0.91096], [2.93518, 1.30505, 0.26651], [4.13855, 1.25174, 0.45512], [3.27478, -1.37544, 3.52887], [3.40432, -1.37170, 1.75179], [1.80677, -1.54425, 2.58665], [1.83749, 0.67815, 3.35139], [3.48853, 1.00071, 2.79206], [-2.50891, 0.90380, 1.08391], [-1.91039, -0.41840, 0.08525], [-1.56681, -2.50566, 0.21843], [-2.91770, -3.42719, -0.38802], [-1.15379, -3.93176, 2.04179], [-1.26878, -4.88426, 0.56070], [-4.62446, -5.01653, 3.05258], [-3.28420, -3.99907, 3.51502], [-5.10242, -3.47312, 1.19032], [-5.00580, -2.58342, 2.71441], [0.42940, 4.86727, -5.91412], [4.15139, 3.84283, -4.15940]], "smiles": "CCn1c(SCC(=O)N2CCOCC2)nc2oc3c(Cl)cc(Cl)cc3c(=O)c2c1=O", "de_lowest_kcal_mol": 11.4, "lumo_ev": -0.57}

=====

(4)
{"formula": "C19H17ClN2O6", "method": "ωB97M-V/def2-TZVPD", "elements": ["C", "C", "C", "N", "C", "O", "C", "O", "C", "O", "C", "C", "C", "C", "C", "C", "C", "O", "C", "C", "C", "C", "Cl", "C", "N", "O", "O", "C", "H", "H", "H", "H", "H", "H", "H", "H", "H", "H", "H", "H", "H", "H", "H", "H", "H"], "coordinates": [[-1.18562, -3.56932, 1.11547], [-2.56989, -3.70875, 0.49413], [-3.33385, -2.38145, 0.48526], [-2.62971, -1.35022, -0.24617], [-2.70667, -1.26137, -1.57903], [-3.39502, -1.97451, -2.27818], [-1.85060, -0.16166, -2.22585], [-1.13979, 0.67172, -1.31879], [-1.70462, 1.85194, -1.00673], [-2.77059, 2.22058, -1.42374], [-0.81685, 2.68410, -0.15134], [-0.95184, 4.06637, -0.24040], [-0.10742, 4.90042, 0.46785], [0.88717, 4.35845, 1.26704], [1.02807, 2.98548, 1.36618], [0.17479, 2.13630, 0.66753], [0.27709, 0.67102, 0.89660], [-0.63640, 0.02438, 1.36705], [1.58645, 0.04699, 0.57925], [1.89021, -1.20988, 1.11029], [3.08334, -1.83071, 0.81281], [4.01685, -1.21445, -0.01994], [5.46958, -2.04330, -0.38688], [3.71278, 0.04312, -0.55461], [4.61840, 0.76549, -1.42691], [5.79957, 0.53135, -1.34689], [4.11744, 1.58036, -2.16928], [2.50393, 0.66084, -0.26065], [-0.69342, -4.53777, 1.16695], [-1.26020, -3.16349, 2.12248], [-0.56875, -2.90324, 0.51637], [-3.15701, -4.43907, 1.05324], [-2.47879, -4.06265, -0.53381], [-4.30219, -2.52872, 0.00032], [-3.48711, -2.02288, 1.50477], [-1.97406, -0.78263, 0.27342], [-2.51616, 0.45016, -2.84484], [-1.10247, -0.63944, -2.86367], [-1.72693, 4.46405, -0.87755], [-0.22002, 5.97100, 0.39456], [1.55358, 5.00507, 1.81727], [1.78835, 2.56275, 2.00695], [1.17121, -1.68424, 1.76130], [3.31057, -2.80355, 1.21796], [2.29659, 1.62135, -0.70979]], "smiles": "CCCNC(=O)COC(=O)c1ccccc1C(=O)c1ccc(Cl)c([N+](=O)[O-])c1", "de_lowest_kcal_mol": 63.5, "lumo_ev": -1.11}

=====

(5)
{"formula": "C19H17CuIN4O6", "method": "ωB97M-V/def2-TZVPD", "elements": ["C", "C", "H", "H", "H", "H", "H", "H", "C", "C", "C", "C", "H", "H", "H", "H", "N", "C", "C", "N", "C", "C", "C", "H", "H", "C", "H", "H", "Cu", "I", "O", "C", "O", "C", "C", "C", "C", "C", "C", "N", "O", "O", "N", "O", "O", "H", "H", "H"], "coordinates": [[-1.75438, -2.83511, 0.32808], [-1.22212, -2.75914, 1.60540], [-2.78014, -2.35795, 0.34840], [-1.56298, -3.74593, -0.39674], [-1.18614, -1.94660, -0.08790], [-1.32175, -1.64832, 1.80007], [-1.57979, -3.49128, 2.37829], [-0.07835, -2.86657, 1.63538], [-1.59888, 2.22971, -1.96738], [-2.30069, 3.14442, -2.73904], [-2.29721, 4.47188, -2.36495], [-1.66515, 4.84907, -1.18264], [-1.55935, 1.14827, -2.13215], [-2.81695, 2.76064, -3.59857], [-2.78002, 5.20041, -3.00489], [-1.64263, 5.85805, -0.82860], [-0.91215, 2.67518, -0.90430], [-0.98006, 3.92792, -0.39198], [-0.37927, 4.02147, 0.94585], [0.13831, 2.84596, 1.36506], [0.54617, 2.49965, 2.59335], [0.26936, 4.78530, 3.15292], [0.70560, 3.52501, 3.51059], [0.71852, 1.42867, 2.75815], [1.15747, 3.25798, 4.44752], [-0.29464, 5.03068, 1.90251], [-0.66387, 5.98247, 1.59714], [0.37902, 5.58020, 3.87472], [-0.04508, 1.49956, 0.14189], [-2.63372, 0.66955, 1.49095], [3.14355, 0.30814, -1.28543], [2.19206, -0.24663, -0.75727], [1.29851, 0.27750, -0.01406], [2.02952, -1.73284, -0.87006], [1.71866, -2.31409, -2.08440], [1.38980, -3.71247, -2.19956], [1.57172, -4.53067, -1.03124], [1.95428, -3.94373, 0.22320], [2.19093, -2.52165, 0.26250], [1.88374, -4.69776, 1.40328], [1.70079, -5.93718, 1.35345], [2.00265, -4.06958, 2.48527], [0.73606, -4.23867, -3.31360], [0.46053, -3.46214, -4.24965], [0.44586, -5.46162, -3.33724], [1.64160, -1.73106, -2.98618], [1.33203, -5.62750, -1.07740], [2.44859, -2.09921, 1.20131]], "s2": 0.753, "multiplicity": 2, "de_lowest_kcal_mol": 12.5, "lumo_ev": [-1.93, -1.96]}

=====

(6)
{"formula": "C19H17F3N4", "method": "ωB97M-V/def2-TZVPD", "elements": ["N", "C", "C", "N", "C", "C", "C", "C", "C", "C", "C", "F", "F", "F", "C", "C", "C", "N", "C", "C", "C", "C", "C", "C", "C", "N", "H", "H", "H", "H", "H", "H", "H", "H", "H", "H", "H", "H", "H", "H", "H", "H", "H"], "coordinates": [[-4.08865, 0.48949, -4.60647], [-3.07409, 0.72105, -4.06729], [-1.87538, 0.90568, -3.32951], [-0.71953, 1.05767, -3.97740], [0.43590, 1.15867, -3.29120], [0.39460, 1.06712, -1.88504], [1.59351, 1.12885, -1.09893], [1.78588, 2.10165, -0.16772], [2.97128, 2.15205, 0.57418], [3.95808, 1.16532, 0.37596], [5.16918, 1.17398, 1.32293], [6.27082, 0.70242, 0.66641], [5.46995, 2.40753, 1.83887], [4.85790, 0.33197, 2.34933], [3.72280, 0.16599, -0.54432], [2.54414, 0.11631, -1.32055], [-0.86621, 0.89016, -1.25954], [-1.05903, 0.65559, 0.06591], [-2.30700, 0.04430, 0.61040], [-2.25096, -0.04007, 2.13158], [-2.32769, -1.53573, 2.44170], [-1.00443, -2.16668, 2.02994], [-1.07096, -2.13848, 0.49572], [-2.41645, -1.42437, 0.22109], [-3.25026, -2.00574, 1.32833], [-1.97716, 0.85656, -1.98803], [1.40238, 1.27949, -3.78152], [1.00935, 2.84508, 0.01633], [3.08229, 2.94342, 1.29763], [4.43246, -0.68142, -0.66239], [2.30626, -0.67608, -1.97980], [-0.17196, 0.51515, 0.54052], [-3.18303, 0.60919, 0.25055], [-1.33875, 0.37027, 2.51219], [-3.07128, 0.48898, 2.61910], [-2.66826, -1.82195, 3.47231], [-0.91461, -3.15980, 2.40765], [-0.17123, -1.55700, 2.33531], [-0.16947, -1.68200, 0.08617], [-1.05753, -3.18327, 0.13553], [-2.79804, -1.55968, -0.77699], [-3.31254, -3.09710, 1.23658], [-4.26227, -1.61456, 1.37448]], "smiles": "N#Cc1ncc(-c2ccc(C(F)(F)F)cc2)c(N[C@@H]2C[C@@H]3CC[C@H]2C3)n1", "de_lowest_kcal_mol": 0.0, "lumo_ev": -0.30}

=====

Total energy / hartree: -1288.2417; -4192.1152; -2593.2773; -1755.3220; -3342.6040; -1252.8589